[1]
{"formula": "CH9P5", "method": "ωB97M-V/def2-TZVPD", "multiplicity": 1, "homo_energy_ev": [-7.677, -7.515], "e_above_lowest_ev": 2.3197, "charge": 0, "elements": ["P", "P", "P", "P", "P", "C", "H", "H", "H", "H", "H", "H", "H", "H", "H"], "xyz": [[-0.7480, -1.1989, -0.2027], [0.7940, 2.0616, 0.5251], [-0.6849, -0.8405, 1.8707], [-2.1943, 0.2737, -0.7525], [2.3540, -1.0705, -0.5071], [0.7240, -0.3396, -0.6798], [-1.9008, -1.4619, 2.0886], [0.7616, 0.1882, -1.6672], [0.6602, 3.1206, -0.3676], [3.1119, 0.0380, -0.8178], [-2.2033, 0.1550, -2.2140], [0.3599, -1.8245, 1.9635], [-3.2222, -0.5704, -0.5276], [2.7332, -0.7174, 0.8888], [-0.5453, 2.1868, 0.3997]], "lowdin_charge": [0.1861, 0.6387, 0.4639, 0.4763, 0.6523, -1.0448, -0.1667, -0.0078, -0.2244, -0.1381, -0.1095, -0.1312, -0.1996, -0.0919, -0.3035]}

[2]
{"formula": "CHAgBrCl3", "method": "ωB97M-V/def2-TZVPD", "multiplicity": 3, "homo_energy_ev": [-6.545, -11.039], "e_above_lowest_ev": 0.0177, "charge": 0, "s2": 2.004, "elements": ["Ag", "Br", "Cl", "Cl", "Cl", "C", "H"], "xyz": [[1.0797, 2.3215, 2.9772], [1.9348, -0.0902, 2.1450], [0.2071, -1.2750, -2.2846], [-0.8183, 1.2307, -1.3112], [-2.0571, -1.2144, -0.4483], [-0.5107, -0.4310, -0.9632], [0.1645, -0.5417, -0.1147]], "lowdin_charge": [0.0163, 0.0603, 0.5635, 0.5457, 0.4820, -1.6079, -0.0599]}

[3]
{"formula": "CHAuFLiO3", "method": "ωB97M-V/def2-TZVPD", "multiplicity": 4, "homo_energy_ev": [-21.724, -25.843], "charge": 3, "s2": 3.762, "elements": ["Au", "F", "O", "O", "O", "C", "Li", "H"], "xyz": [[3.2084, 0.2068, -0.0965], [0.0451, 1.4067, -0.2603], [-0.7582, -0.5644, 0.0929], [-2.0891, -0.7596, -0.2960], [1.4163, -0.2936, 0.0302], [0.3398, 0.2083, 0.0516], [-3.4257, 0.0400, 0.8279], [-0.9252, -1.5858, -0.4246]], "lowdin_charge": [1.6213, 0.3449, 0.0332, 0.1002, 0.0599, -0.4551, 0.9310, 0.3648]}

[4]
{"formula": "CHBr2FS", "method": "ωB97M-V/def2-TZVPD", "multiplicity": 1, "homo_energy_ev": -9.544, "e_above_lowest_ev": 1.2646, "charge": 0, "elements": ["Br", "Br", "S", "F", "C", "H"], "xyz": [[-1.3164, -1.4167, -0.7917], [-0.6921, 1.7056, -0.6931], [1.6781, -0.4618, 0.5133], [-1.1016, 0.0957, 1.4228], [-0.6139, 0.0352, 0.2097], [2.0458, 0.0420, -0.6611]], "lowdin_charge": [0.6726, 0.6732, 0.4445, -0.0859, -1.4673, -0.2371]}

[5]
{"formula": "CHBr2N", "method": "ωB97M-V/def2-TZVPD", "multiplicity": 1, "smiles": "N#CBr.Br", "homo_energy_ev": -10.847, "e_above_lowest_ev": 0.5459, "charge": 0, "elements": ["Br", "Br", "N", "C", "H"], "xyz": [[-0.6888, -2.0694, -0.0738], [1.5167, 1.2089, -1.1664], [-0.4434, 0.3503, 1.5735], [-0.5541, -0.6363, 0.9633], [0.1695, 1.1465, -1.2966]], "lowdin_charge": [0.8033, 0.3744, 0.0741, -0.9107, -0.3411]}

[6]
{"formula": "CHBr2O2S", "method": "ωB97M-V/def2-TZVPD", "multiplicity": 1, "homo_energy_ev": [-3.298, -3.297], "e_above_lowest_ev": 2.2575, "charge": -1, "elements": ["Br", "Br", "S", "O", "O", "C", "H"], "xyz": [[-2.5225, -1.6935, 0.2329], [-0.1636, 0.1656, -0.9909], [2.0131, 0.1254, 0.6925], [2.8745, -0.7383, -0.1276], [2.4504, 1.4479, 0.9355], [-2.1696, -0.0134, -0.7477], [-2.4822, 0.7063, 0.0052]], "lowdin_charge": [0.2443, 0.3751, 0.5870, -0.5220, -0.4900, -1.0545, -0.1400]}

[7]
{"formula": "CHBr2P", "method": "ωB97M-V/def2-TZVPD", "multiplicity": 1, "homo_energy_ev": [-9.241, -8.100], "e_above_lowest_ev": 3.7678, "charge": 0, "elements": ["Br", "Br", "P", "C", "H"], "xyz": [[1.5869, 0.9008, 0.6316], [1.1106, -2.1326, 0.4734], [-1.8372, 0.1941, -0.6831], [0.7576, -0.4169, -0.3004], [-1.6179, 1.4545, -0.1214]], "lowdin_charge": [0.5393, 0.4646, 0.6001, -1.3115, -0.2925]}

[8]
{"formula": "CHBrCl2S", "method": "ωB97M-V/def2-TZVPD", "multiplicity": 1, "homo_energy_ev": -9.634, "e_above_lowest_ev": 0.1618, "charge": 0, "elements": ["Br", "Cl", "Cl", "S", "C", "H"], "xyz": [[1.5586, 2.1922, 1.6331], [-0.7417, 0.7115, 2.7032], [0.1949, -1.8238, 0.3947], [-1.2659, 3.5392, 2.2193], [-0.2784, 2.2857, 2.3140], [-0.6678, -2.5138, 1.0464]], "lowdin_charge": [0.5588, 0.5399, 0.2575, 0.6397, -1.7534, -0.2424]}

[9]
{"formula": "CHBrFI", "method": "ωB97M-V/def2-TZVPD", "multiplicity": 1, "homo_energy_ev": [-9.568, -9.302], "e_above_lowest_ev": 3.1435, "charge": 0, "elements": ["I", "Br", "F", "C", "H"], "xyz": [[0.1215, -2.0081, 0.5390], [-1.0156, 1.1326, 1.1566], [-0.6189, 0.1088, -1.2773], [-0.1336, -0.0039, -0.0545], [1.6466, 0.7706, -0.3639]], "lowdin_charge": [0.7755, 0.6266, -0.1515, -1.4240, 0.1734]}

[10]
{"formula": "CHBrI2", "method": "ωB97M-V/def2-TZVPD", "multiplicity": 1, "homo_energy_ev": -9.705, "e_above_lowest_ev": 0.3289, "charge": 0, "elements": ["I", "I", "Br", "C", "H"], "xyz": [[0.3198, -1.8820, -0.8367], [-1.2049, 1.3123, -1.0729], [-0.5291, -0.0914, 2.0733], [0.2240, 0.0958, -0.1145], [1.1902, 0.5653, -0.0493]], "lowdin_charge": [0.7024, 0.7014, 0.1895, -1.5240, -0.0693]}

[11]
{"formula": "CHBrIO3S", "method": "ωB97M-V/def2-TZVPD", "multiplicity": 1, "homo_energy_ev": -4.727, "e_above_lowest_ev": 0.3656, "charge": -1, "elements": ["I", "Br", "S", "O", "O", "O", "C", "H"], "xyz": [[3.9378, 0.0759, -0.2416], [1.1799, -2.0541, -0.0942], [1.1259, 0.0845, -0.0739], [0.8817, 0.6149, -1.4038], [-2.4247, 0.0102, -0.6740], [-0.6222, 0.2471, 0.7690], [-1.8405, 0.3138, 0.3600], [-2.2379, 0.7077, 1.3584]], "lowdin_charge": [-0.1745, 0.2529, 0.2066, -0.5660, 0.0029, -0.3328, -0.5215, 0.1323]}

[12]
{"formula": "CHBrN2", "method": "ωB97M-V/def2-TZVPD", "multiplicity": 1, "homo_energy_ev": -8.562, "e_above_lowest_ev": 0.5974, "charge": 0, "elements": ["Br", "N", "N", "C", "H"], "xyz": [[-1.8123, 0.9501, -0.0324], [0.6680, -1.9335, -0.0555], [0.3698, -0.7953, -0.0084], [0.0116, 0.5186, 0.1345], [0.7629, 1.2601, -0.0382]], "lowdin_charge": [0.6304, 0.1942, -0.2039, -0.6528, 0.0321]}

Question: What is the formula in the first record?
Answer: CH9P5